Entry 1:
Below is a cluster of 2 separate species, C3H3F3N2O2 in total, with properties calculated with wB97M-V/def2-TZVPD.

```
13
Properties=species:S:1:pos:R:3:forces:R:3
C -0.4593 -0.4495 1.6924 -1.81 -1.20 1.84
C -1.1420 0.6263 1.3005 1.94 -2.02 -0.32
C 0.4346 -0.2366 -2.5808 1.03 0.56 0.13
N -1.6614 1.4367 0.6003 0.02 -1.22 -1.42
N 0.9722 -0.4166 1.8618 -2.23 1.50 0.10
O 1.5216 0.5865 1.4927 1.19 0.87 -0.66
O 1.4448 -1.3359 2.4395 1.39 -1.85 0.75
F 1.5529 0.3118 -2.0612 -0.14 -0.15 -0.19
F -0.0737 -1.0431 -1.6548 -0.01 -0.74 -0.22
F 0.8323 -0.9309 -3.6923 -1.00 0.66 1.18
H -0.9762 -1.2650 2.3065 0.83 1.18 -1.43
H -2.1566 2.1431 1.0151 -1.31 2.73 1.10
H -0.2892 0.5733 -2.7196 0.11 -0.32 -0.87
```
Positions in Å, forces in eV/Å.

E_HOMO = -10.23 eV
Electronic energy = -18382.641 eV
Energy relative to the best compared isomer or geometry (same formula, charge and spin) = 25.1 kJ/mol



Entry 2:
Below is a structure of composition C18H24BrMnNO2S, with properties calculated with wB97M-V/def2-TZVPD.

```
48
Properties=species:S:1:pos:R:3:forces:R:3
C 5.9303 0.3478 -1.3430 -0.21 0.53 -0.21
C 4.4168 0.5114 -0.7942 -2.76 -0.57 1.85
C 4.0020 1.6750 0.2297 -2.10 -1.47 0.27
C 2.5257 1.8668 0.7397 1.00 -2.80 -2.22
C 1.3541 0.9062 0.2823 4.09 0.51 -0.92
C -0.0849 1.2406 0.8231 0.52 0.12 -0.61
C -0.9753 0.0480 1.3748 -1.73 0.61 2.66
C -1.7953 0.8000 2.5781 0.36 0.83 -0.17
C -0.3471 -1.1998 2.1457 -3.04 -1.32 -0.22
Br 1.2101 -0.9538 3.3470 -0.35 -0.11 -1.23
O -0.3436 -2.3452 1.2189 -0.02 2.03 -1.24
C -1.1183 -1.9812 0.0483 1.13 -1.29 -2.90
O -0.9659 -2.6151 -1.0239 -0.72 2.63 4.57
C -2.0235 -0.7031 0.3929 0.02 -1.39 -0.51
C -3.3331 -1.3968 1.0653 -0.82 0.34 -0.19
C -3.8091 -2.7192 0.2836 0.32 -2.17 1.98
N -3.8832 -3.8759 0.9225 0.24 3.34 -1.30
C -2.6869 0.1505 -0.8017 1.13 0.36 -0.50
C -1.7497 0.3285 -2.0972 0.21 0.15 0.10
C -1.7427 1.8401 -2.6947 0.08 -1.16 0.21
S -0.0019 2.2257 -3.3007 0.08 0.10 0.10
C 1.7772 -0.2209 -0.6983 2.40 1.34 0.45
C 3.2407 -0.4501 -1.2258 -0.43 2.63 2.36
H 6.0030 0.7032 -2.4420 -0.16 -0.60 1.75
H 6.3166 -0.7276 -1.3152 -0.67 1.24 -0.17
H 6.6836 1.0129 -0.7711 -1.16 -0.75 -0.71
H 4.7666 2.4573 0.6065 -1.22 -1.21 -1.02
H 2.3208 2.7439 1.4408 0.30 -1.44 -1.09
H 0.0229 2.0179 1.6725 0.08 -1.37 -1.42
H -0.6638 1.7985 -0.0094 0.95 -0.98 1.10
H -1.0645 1.2373 3.3617 -0.98 -0.82 -1.32
H -2.3336 1.7162 2.1217 0.52 -1.60 0.84
H -2.4894 0.1052 3.1519 0.71 1.06 -1.04
H -1.1620 -1.5558 2.8843 1.61 0.99 -0.80
H -4.1892 -0.6301 0.9557 1.35 -1.08 0.48
H -3.2121 -1.6464 2.1734 -0.15 0.16 -1.61
H -4.0941 -2.7462 -0.8234 0.51 0.43 1.62
H -3.6172 -3.7355 1.9199 -0.16 -0.17 -0.74
H -2.8900 1.1980 -0.3489 0.03 -1.73 -0.67
H -3.6665 -0.3268 -1.1473 1.38 0.75 0.79
H -2.0536 -0.4397 -2.9014 0.61 1.30 1.26
H -0.6575 0.1035 -1.8001 -1.84 0.22 -0.48
H -2.4069 1.9453 -3.6312 0.95 -0.09 1.72
H -2.0185 2.6059 -1.8784 0.39 -1.15 -1.42
H 0.8366 1.1752 -2.9463 -1.29 0.48 -0.04
H 0.9956 -0.9423 -1.0987 1.13 0.92 0.66
H 3.5235 -1.3076 -1.9333 -0.83 1.39 1.15
Mn 5.4537 -0.2419 1.2858 -1.42 0.77 -1.21
```
Positions in Å, forces in eV/Å.

E_HOMO (spin up / spin down) = -13.67 / -13.67 eV
Charge = +2
Electronic energy = -136811.416 eV
Expectation value of S² = 8.7825
2S+1 = 6



Entry 3:
Below is a structure of composition C8H25N2O5Sr, with properties calculated with wB97M-V/def2-TZVPD.

```
41
Properties=species:S:1:pos:R:3:forces:R:3
Sr 0.0689 -1.0966 0.6473 -0.56 -3.37 1.50
O 1.8999 -2.7140 0.1657 0.43 0.92 -0.72
H 2.7683 -2.2875 0.2198 0.07 -0.29 0.19
O -1.3139 -3.0373 -0.1596 -0.35 0.88 -0.56
H -1.6464 -3.4335 -0.9749 0.07 -0.03 0.21
O -0.0679 -2.3890 2.7617 -0.10 1.09 0.28
H -0.7629 -2.5675 3.4074 0.14 0.01 -0.21
C 1.0706 2.4569 0.4891 -0.10 -0.58 -0.40
C 1.3203 1.8205 1.8548 1.55 0.00 -1.11
C 0.0798 1.8095 2.6883 -0.66 -0.07 0.20
O -0.9127 0.9901 2.0895 0.36 0.19 -0.24
C -2.1872 1.2179 2.6248 -0.21 -0.51 0.54
N 1.9146 0.4649 1.6628 -0.62 0.94 1.06
H 0.8872 3.5269 0.5848 0.00 0.03 -0.07
H 0.2403 1.9764 -0.0365 -0.13 0.13 0.18
H 1.9225 2.2640 -0.1681 0.11 0.29 0.14
H 2.0902 2.4560 2.3192 -0.42 0.11 0.45
H -0.3203 2.8330 2.7127 0.18 0.06 0.23
H 0.2635 1.4584 3.7109 0.03 0.02 0.01
H -2.8577 0.4579 2.2265 -0.01 0.17 -0.25
H -2.5402 2.2316 2.4013 -0.04 -0.05 -0.04
H -2.1997 1.0521 3.7134 0.15 0.20 -0.09
H 2.8367 0.5453 1.2545 -0.05 -0.05 -0.08
H 2.0162 0.0699 2.5967 0.10 -0.45 -0.22
C 1.2022 -1.0119 -3.8081 -0.42 -0.01 -0.81
C 0.5911 -0.2941 -2.6162 1.01 0.40 0.57
C -0.8160 -0.6874 -2.2781 -0.67 -1.14 -1.02
O -1.3424 0.0404 -1.1693 -0.01 0.13 -0.65
C -2.7480 -0.1257 -1.0477 -0.23 0.05 0.34
N 1.4710 -0.5165 -1.4448 0.65 -0.19 -0.81
H 1.5415 -2.0080 -3.5265 -0.10 -0.05 -0.01
H 2.0597 -0.4369 -4.1704 0.10 -0.11 0.19
H 0.5364 -1.0862 -4.6784 -0.10 -0.08 0.17
H 0.6179 0.7841 -2.8301 -0.16 -0.01 0.08
H -0.8712 -1.7750 -2.0948 0.18 0.18 0.63
H -1.4835 -0.5862 -3.1500 0.20 0.57 0.01
H -2.9960 -0.4710 -0.0426 0.10 -0.05 -0.02
H -3.1316 -0.8823 -1.7302 0.08 -0.02 -0.02
H -3.2532 0.8308 -1.2305 0.11 -0.02 -0.08
H 1.6321 -1.5527 -1.2040 -0.62 0.20 0.22
H 2.4197 -0.3273 -1.7703 -0.08 0.49 0.21
```
Positions in Å, forces in eV/Å.

E_HOMO = -3.10 eV
Charge = -1
Electronic energy = -22755.365 eV
Energy relative to the best compared isomer or geometry (same formula, charge and spin) = 0.0 kJ/mol



Entry 4:
Below is a structure of composition C24H17FeNO5S, with properties calculated with wB97M-V/def2-TZVPD.

```
49
Properties=species:S:1:pos:R:3:forces:R:3
C -5.0184 -0.3369 2.2618 0.05 -0.05 -0.04
C -4.3765 -1.4754 1.7585 0.43 0.45 0.07
C -3.1002 -1.3586 1.1753 -0.26 0.02 0.27
C -2.5109 -0.0927 1.0687 -0.16 0.03 -0.17
C -1.3848 0.1971 0.0878 1.24 -0.41 3.00
C -0.6075 -0.9828 -0.2216 1.94 -2.49 -0.37
N 0.0499 -1.9289 -0.4381 -1.53 2.12 0.53
S 0.0603 1.3633 1.1189 1.18 -0.21 1.40
C 1.6798 0.4840 1.2420 -0.52 -0.04 -0.39
C 2.2055 0.2919 2.5166 0.04 -0.17 0.00
C 3.4706 -0.2843 2.6483 -0.09 0.11 -0.27
C 4.1795 -0.6897 1.5149 -0.24 0.02 -0.08
C 3.6294 -0.5058 0.2410 -0.19 0.21 0.21
C 2.3822 0.1170 0.1022 0.34 -0.14 0.03
O 0.3567 2.6161 0.4490 -0.59 -0.58 -0.23
O -0.3608 1.4180 2.5067 -0.53 -0.04 -0.76
C -3.1357 1.0265 1.6194 -0.47 0.10 0.03
C -4.3868 0.9134 2.2241 0.41 -0.36 -0.07
H -6.0252 -0.4130 2.6804 0.38 -0.05 -0.08
H -4.8538 -2.4540 1.8231 0.13 0.30 -0.04
H -2.5873 -2.2539 0.8004 -0.23 0.46 0.05
H 1.6442 0.5893 3.3953 0.01 -0.03 -0.17
H 3.8917 -0.4068 3.6443 -0.06 -0.02 -0.23
H 5.1611 -1.1585 1.6209 -0.34 0.16 -0.04
H 4.1684 -0.8457 -0.6410 -0.14 0.15 0.17
H 1.9616 0.3114 -0.8820 0.10 -0.12 0.10
H -2.6544 2.0038 1.5200 -0.25 -0.30 0.13
H -4.8450 1.7960 2.6660 -0.03 -0.24 -0.15
O 2.1948 -1.4201 -7.0048 -1.51 1.59 0.59
C 1.4753 -0.9107 -6.2457 3.33 -2.52 -3.25
Fe 0.8105 -0.8256 -4.6460 -1.97 1.80 1.52
C 0.5126 -2.5285 -4.3858 -0.15 -4.15 0.71
O 0.4766 -3.6518 -4.0862 -0.12 2.23 -0.66
C 2.2969 -0.9807 -3.6910 2.92 -0.51 1.89
O 3.2531 -1.2659 -3.0948 -1.79 0.64 -1.18
C -1.9372 0.8280 -1.1330 0.56 0.88 -2.56
C -0.9700 1.8064 -1.7421 -3.88 0.72 3.29
C -0.0735 1.6427 -2.7432 4.41 -1.00 -5.13
C -0.1739 0.9761 -4.0346 -1.86 2.04 1.72
C -1.1333 -0.0477 -4.2792 -0.47 1.54 0.37
C -1.8854 -0.7357 -3.2509 -0.64 -0.22 0.20
C -2.2644 -0.3758 -1.9970 -0.81 -0.20 -0.56
H -2.8480 1.4073 -0.9038 0.28 -0.44 0.09
H -1.0488 2.8071 -1.2928 -0.07 -0.40 -0.61
H 0.8379 2.2529 -2.6690 -0.23 -0.17 0.10
H 0.1269 1.6109 -4.8880 0.42 -0.67 0.33
H -1.5867 -0.0803 -5.2851 0.63 -0.55 0.29
H -2.2466 -1.7090 -3.6182 -0.17 0.44 0.39
H -2.9508 -1.0522 -1.4598 0.49 0.09 -0.43
```
Positions in Å, forces in eV/Å.

E_HOMO (spin up / spin down) = -5.99 / -8.77 eV
Electronic energy = -82105.331 eV
Expectation value of S² = 6.0629
2S+1 = 5